Entry one
The following is a DFT calculation (ωB97M-V/def2-TZVPD) of a 2-piece molecular cluster, C4H3OP overall.

Each atom is followed by the atoms it is bonded to, with distances in Å.
Geometry (Å):
1 C 1.6262 1.7385 0.0662  C2 1.197, H7 1.132
2 C 0.6536 1.1677 0.4665  C1 1.197, P6 1.805
3 C -0.2675 -1.1474 -0.7312  C4 1.209, H8 1.114
4 C -0.9112 -2.0805 -0.3096  C3 1.209, H9 1.046
5 O -2.0208 1.1118 0.6812  P6 1.455
6 P -0.8312 0.4755 1.2251  C2 1.805, O5 1.455
7 H 2.6645 2.0610 -0.2486  C1 1.132
8 H 0.3457 -0.2981 -1.1106  C3 1.114
9 H -1.2592 -3.0286 -0.0390  C4 1.046

Computed properties:
Charge = 0
HOMO-LUMO gap = 9.01 eV
HOMO level = -9.6 eV
SMILES string = C#CP=O.C#C

***

Entry two
The following is a DFT calculation (ωB97M-V/def2-TZVPD) of a 2-piece molecular cluster, C4H3OP overall.

Each atom is followed by the atoms it is bonded to, with distances in Å.
Geometry (Å):
1 C -3.3583 -0.5306 0.0927  C2 1.212, H7 1.072
2 C -2.8009 0.5292 -0.0940  C1 1.212
3 C 2.4374 0.1334 -0.1113  C4 1.494, O5 1.220, H8 1.124
4 C 0.9557 0.2550 -0.2578  C3 1.494, P6 1.616, H9 1.103
5 O 2.9199 -0.9535 0.1594  C3 1.220
6 P 0.0641 1.6023 -0.2989  C4 1.616
7 H -3.8091 -1.4146 0.4981  C1 1.072
8 H 3.1997 0.9557 -0.1839  C3 1.124
9 H 0.3915 -0.5768 0.1958  C4 1.103

Computed properties:
Charge = 0
HOMO-LUMO gap (alpha / beta) = 8.03 / 6.74 eV
HOMO level (alpha / beta) = -10.3 / -9.5 eV

***

Entry three
The following is a DFT calculation (ωB97M-V/def2-TZVPD) of a 2-piece molecular cluster, C4H3OP overall.

Each atom is followed by the atoms it is bonded to, with distances in Å.
Geometry (Å):
1 C 1.5637 -2.1292 -0.1571  C2 1.205, H7 1.055
2 C 1.8673 -0.9783 0.0325  C1 1.205, P6 1.807
3 C -0.7388 0.9258 0.4721  C4 1.196, H8 1.052
4 C -0.7892 1.9083 -0.2086  C3 1.196, H9 1.051
5 O 2.8334 1.3371 -0.7385  P6 1.456
6 P 2.3065 0.7187 0.4700  C2 1.807, O5 1.456
7 H 1.3023 -3.1320 -0.3523  C1 1.055
8 H -0.7966 0.0756 1.0893  C3 1.052
9 H -0.7613 2.7458 -0.8434  C4 1.051

Computed properties:
Charge = 0
HOMO-LUMO gap = 9.09 eV
HOMO level = -9.9 eV
SMILES string = C#CP=O.C#C

***

Stability comparison, relative energies in kJ/mol: entry one 46.2; entry two 326.0; entry three 0.0